25
Properties=species:S:1:pos:R:3:nbo_charge:R:1 method="wB97M-V/def2-TZVPD" de_lowest_kcal_mol=83.8
C -0.378 -0.703 1.963 -0.437
N 0.204 -0.722 0.526 -0.672
C -0.468 0.171 -0.482 -0.102
C -0.005 -0.621 -1.737 -0.054
O -0.829 -0.414 -2.774 -0.723
C 0.120 1.614 -0.227 -0.232
N -0.327 2.731 -1.057 -0.822
H 0.142 0.189 2.519 0.189
H 0.283 -1.480 2.478 0.206
H -1.416 -0.912 1.854 0.214
H 1.244 -0.595 0.510 0.357
H -1.593 0.216 -0.302 0.204
H -0.076 -1.711 -1.529 0.174
H 1.018 -0.399 -2.079 0.158
H -1.127 -1.237 -3.095 0.473
H 1.279 1.667 -0.173 0.177
H -0.153 1.892 0.874 0.180
H -1.158 2.483 -1.364 0.346
H 0.377 2.848 -1.841 0.358
H -1.231 -3.892 0.607 0.476
H 0.283 -3.613 0.071 0.486
O -0.426 -4.295 0.199 -0.962
H 1.552 3.270 2.469 0.472
H 1.826 1.701 2.458 0.475
O 1.755 2.552 2.969 -0.943

43
Properties=species:S:1:pos:R:3:nbo_charge:R:1 method="wB97M-V/def2-TZVPD" energy_ev=-73339.7692 total_charge=+3
C 3.238 1.952 -0.935 -0.757
C 2.027 1.128 -0.704 0.779
H 4.013 1.825 -0.147 0.318
H 2.840 2.971 -1.018 0.324
H 3.626 1.586 -1.929 0.304
O 1.497 0.744 0.373 -0.537
Cl 0.639 1.707 -2.167 -0.048
Ce -0.751 -0.231 -0.347 1.512
P -1.118 2.505 0.757 0.868
C -1.275 2.554 2.582 -0.924
C -0.359 4.146 0.485 -0.915
H -1.029 4.934 0.865 0.293
H -3.142 3.882 0.571 0.284
H -0.194 4.310 -0.588 0.261
H -2.940 2.809 -0.825 0.261
H -0.272 2.482 3.037 0.266
H 0.597 4.233 1.025 0.265
C -2.870 2.873 0.269 -0.902
H -1.741 3.486 2.931 0.291
H -3.566 2.171 0.751 0.260
H -1.889 1.712 2.939 0.252
P 1.331 -1.881 -1.645 0.827
C 1.784 -3.263 -0.533 -0.912
C 0.348 -2.805 -2.906 -0.913
H 2.787 -0.926 -3.330 0.267
H 3.179 -2.628 -2.979 0.296
H 3.701 -1.350 -1.852 0.260
C 2.897 -1.671 -2.532 -0.922
H -0.157 -2.062 -3.540 0.260
H 0.969 -3.417 -3.555 0.292
H 2.273 -4.052 -1.104 0.286
H 0.894 -3.683 -0.053 0.249
H -0.371 -3.477 -2.419 0.268
H 2.471 -2.907 0.241 0.262
Cl -3.193 -0.605 -1.293 -0.286
N -2.995 -1.767 2.198 -0.764
C -1.701 -2.129 2.225 0.808
N -1.338 -3.172 2.946 -0.723
O -0.790 -1.493 1.574 -0.776
H -3.711 -2.230 2.789 0.457
H -3.325 -1.076 1.489 0.431
H -0.387 -3.489 2.872 0.438
H -1.998 -3.699 3.481 0.440

175
Properties=species:S:1:pos:R:3:lowdin_charge:R:1 method="wB97M-V/def2-TZVPD" de_lowest_kcal_mol=0.0
C -3.374 0.781 -1.786 -0.014
C -2.249 1.311 -0.880 -0.476
C -2.418 0.906 0.615 -0.113
C -2.014 -0.521 1.004 -0.141
C -0.606 -0.797 0.429 -0.145
C -0.476 -0.508 -1.060 -0.493
N -0.902 0.853 -1.310 -0.084
O -0.601 1.309 -2.605 -0.021
C 1.068 -0.531 -1.242 -0.022
C -1.107 -1.604 -1.906 -0.018
C -2.299 2.838 -0.912 -0.036
H -3.110 0.865 -2.842 0.069
H -4.350 1.247 -1.661 0.090
H -3.437 -0.296 -1.610 0.059
H -1.776 1.572 1.196 0.087
H -3.484 0.993 0.833 0.126
H -2.685 -1.216 0.495 0.111
H -1.936 -0.564 2.086 0.081
H -0.219 -1.798 0.635 0.118
H 0.076 -0.134 0.975 0.101
H 1.335 -0.467 -2.304 0.063
H 1.558 0.294 -0.726 0.074
H 1.578 -1.456 -0.954 0.079
H -0.601 -2.564 -1.801 0.074
H -2.145 -1.784 -1.617 0.060
H -1.167 -1.315 -2.948 0.051
H -1.504 3.230 -0.267 0.072
H -3.244 3.217 -0.530 0.094
H -2.075 3.181 -1.923 0.077
H -0.108 2.128 -2.454 0.075
C -0.064 -1.976 6.455 -0.022
C 0.696 -1.390 5.249 -0.489
C 1.283 -0.030 5.733 -0.112
C 2.483 0.457 4.916 -0.182
C 3.513 -0.643 4.848 -0.154
C 3.033 -1.949 4.215 -0.514
N 1.779 -2.331 4.874 -0.078
O 1.266 -3.489 4.201 -0.027
C 3.018 -1.824 2.677 -0.027
C 4.083 -3.023 4.543 -0.040
C -0.252 -1.142 4.089 -0.038
H -0.284 -3.024 6.245 0.074
H -0.957 -1.370 6.602 0.088
H 0.574 -1.953 7.337 0.078
H 0.513 0.722 5.549 0.102
H 1.560 -0.082 6.784 0.116
H 2.913 1.336 5.399 0.117
H 2.235 0.665 3.871 0.081
H 4.031 -0.840 5.791 0.123
H 4.317 -0.299 4.185 0.118
H 2.943 -2.754 2.116 0.067
H 2.198 -1.150 2.393 0.063
H 3.856 -1.278 2.231 0.085
H 4.122 -3.266 5.604 0.087
H 3.970 -3.912 3.921 0.078
H 5.039 -2.609 4.207 0.089
H -0.719 -2.065 3.752 0.058
H 0.271 -0.691 3.243 0.064
H -1.075 -0.491 4.396 0.087
H 1.528 -4.189 4.810 0.101
C -3.698 -2.639 4.363 -0.642
O -3.852 -1.505 3.881 -0.003
N -4.353 -3.042 5.472 0.174
N -2.821 -3.516 3.820 0.180
H -4.269 -3.984 5.803 0.099
H -5.035 -2.442 5.895 0.112
H -2.774 -4.451 4.180 0.104
H -2.414 -3.316 2.926 0.098
C 0.439 -1.656 -6.314 -0.679
O 0.636 -2.599 -7.086 0.002
N 0.636 -0.358 -6.661 0.171
N -0.121 -1.879 -5.097 0.161
H 0.462 0.420 -6.046 0.071
H 0.902 -0.100 -7.592 0.108
H -0.103 -1.260 -4.314 0.050
H -0.440 -2.830 -5.017 0.101
C -0.280 -5.687 1.009 -0.067
C -1.010 -5.254 -0.262 -0.290
O -2.409 -5.500 -0.025 -0.091
H 0.803 -5.586 0.928 0.070
H -0.575 -6.710 1.244 0.078
H -0.572 -5.001 1.804 0.058
H -0.718 -5.751 -1.185 0.085
H -0.899 -4.165 -0.228 0.093
H -2.899 -4.876 -0.571 0.034
C 3.683 1.398 -4.808 -0.062
C 3.315 1.388 -3.295 -0.324
O 3.443 2.658 -2.713 -0.068
H 4.764 1.324 -4.932 0.069
H 3.344 2.333 -5.251 0.069
H 3.192 0.533 -5.250 0.060
H 3.891 0.584 -2.828 0.100
H 2.276 1.054 -3.402 0.081
H 2.906 2.601 -1.914 0.059
C 1.934 -4.542 -2.250 -0.065
C 1.417 -5.896 -2.753 -0.332
O 2.039 -6.941 -2.032 -0.069
H 2.961 -4.420 -2.572 0.075
H 1.710 -4.548 -1.180 0.064
H 1.282 -3.748 -2.620 0.057
H 1.585 -5.947 -3.836 0.112
H 0.335 -6.020 -2.628 0.081
H 1.551 -7.762 -2.095 0.082
C -3.353 2.730 3.863 -0.094
C -4.432 1.732 4.249 -0.322
O -3.940 0.866 5.250 -0.102
H -3.685 3.366 3.037 0.074
H -2.451 2.245 3.479 0.039
H -3.047 3.341 4.713 0.082
H -4.714 1.166 3.356 0.104
H -5.301 2.289 4.617 0.106
H -4.133 -0.049 4.977 0.026
C -5.246 -2.649 -3.589 -0.083
C -3.935 -3.398 -3.626 -0.281
O -3.628 -3.890 -2.310 -0.110
H -5.161 -1.676 -3.095 0.062
H -6.097 -3.153 -3.133 0.076
H -5.543 -2.334 -4.597 0.078
H -3.088 -2.743 -3.832 0.096
H -3.963 -4.199 -4.368 0.116
H -4.066 -4.740 -2.184 0.085
C 3.266 3.868 1.200 -0.060
C 2.936 2.425 0.936 -0.317
O 3.756 1.754 0.003 -0.083
H 2.847 4.588 0.488 0.072
H 4.331 4.111 1.171 0.083
H 2.814 4.196 2.140 0.058
H 1.935 2.374 0.484 0.103
H 2.767 1.846 1.853 0.094
H 4.698 1.881 0.159 0.105
C 1.283 6.072 -2.830 -0.048
C 0.208 5.032 -3.235 -0.294
O 0.851 3.803 -3.554 -0.105
H 0.824 7.011 -2.502 0.066
H 1.745 6.372 -3.771 0.080
H 1.847 5.739 -1.966 0.074
H -0.443 5.259 -4.096 0.113
H -0.612 4.932 -2.520 0.068
H 1.727 4.015 -3.894 0.075
C 0.241 2.806 3.336 -0.071
C -0.049 4.313 3.235 -0.254
O -1.166 4.561 2.374 -0.098
H 1.269 2.809 3.711 0.068
H 0.053 2.256 2.417 0.069
H -0.335 2.349 4.141 0.062
H 0.828 4.831 2.833 0.090
H -0.164 4.757 4.224 0.122
H -1.288 3.812 1.782 0.049
C -2.628 1.808 -5.761 -0.083
C -1.837 2.578 -6.820 -0.308
O -0.473 2.590 -6.442 -0.094
H -2.383 2.105 -4.739 0.052
H -2.291 0.767 -5.776 0.068
H -3.695 1.840 -5.988 0.076
H -2.252 3.578 -7.000 0.106
H -1.930 2.080 -7.787 0.111
H -0.379 2.953 -5.554 0.055
C 5.153 -3.210 -0.282 -0.076
C 4.944 -2.185 -1.401 -0.306
O 5.132 -0.886 -0.859 -0.091
H 6.166 -3.097 0.120 0.075
H 5.251 -4.249 -0.610 0.073
H 4.348 -3.088 0.434 0.047
H 3.858 -2.273 -1.547 0.081
H 5.437 -2.323 -2.362 0.113
H 4.358 -0.332 -0.967 0.029
C -2.148 6.462 -0.655 -0.084
C -1.047 7.113 0.133 -0.318
O -0.032 6.174 0.403 -0.100
H -1.774 6.375 -1.675 0.056
H -3.064 7.055 -0.767 0.079
H -2.583 5.527 -0.300 0.056
H -1.386 7.646 1.027 0.113
H -0.612 7.872 -0.522 0.104
H -0.377 5.511 1.038 0.033

46
Properties=species:S:1:pos:R:3:nbo_charge:R:1 method="wB97M-V/def2-TZVPD" de_lowest_kcal_mol=2.6
C -1.983 -3.643 -0.888 -0.610
H -2.286 -3.464 -1.917 0.229
H -2.809 -4.116 -0.362 0.217
H -1.125 -4.309 -0.874 0.220
C -1.636 -2.320 -0.225 -0.134
N -0.434 -1.762 -0.831 -0.615
C 0.249 -0.760 -0.226 0.904
O 0.141 -0.457 0.940 -0.679
O 1.090 -0.173 -1.097 -0.516
C 1.981 0.817 -0.568 -0.095
C 3.311 0.208 -0.213 -0.085
C 3.452 -0.507 0.971 -0.146
C 4.662 -1.097 1.290 -0.227
C 5.742 -0.976 0.431 -0.209
C 5.607 -0.266 -0.750 -0.212
C 4.395 0.320 -1.073 -0.190
H 4.290 0.871 -1.996 0.209
H 6.447 -0.170 -1.422 0.212
H 6.687 -1.434 0.682 0.212
H 4.764 -1.650 2.212 0.212
H 2.607 -0.598 1.637 0.220
H 1.514 1.267 0.314 0.221
H 2.089 1.563 -1.357 0.199
H -0.398 -1.784 -1.840 0.412
C -2.726 -1.267 -0.492 0.683
O -3.083 -1.069 -1.642 -0.654
N -3.176 -0.526 0.542 -0.427
C -2.801 -0.741 1.923 -0.427
H -3.425 -0.108 2.550 0.205
H -2.985 -1.778 2.205 0.203
H -1.752 -0.492 2.100 0.241
C -3.769 0.767 0.213 -0.240
C -2.654 1.769 0.048 -0.050
C -2.013 1.884 -1.181 -0.202
C -0.909 2.703 -1.329 -0.222
C -0.440 3.411 -0.235 -0.045
C -1.069 3.318 0.995 -0.244
C -2.173 2.495 1.129 -0.146
H -2.659 2.419 2.090 0.205
H -0.693 3.876 1.839 0.227
Cl 0.956 4.421 -0.406 0.000
H -0.413 2.786 -2.283 0.227
H -2.375 1.315 -2.023 0.241
H -4.459 1.057 1.008 0.204
H -4.317 0.647 -0.724 0.245
H -1.422 -2.449 0.835 0.226

no.,molecular weight (g/mol)
1,140.18
2,466.28
3,941.38
4,360.84